# 1
11
Properties=species:S:1:pos:R:3:nbo_charge:R:1 method="wB97M-V/def2-TZVPD" relative_energy_ev=3.7271 fmax_ev_per_a=6.35 total_energy_ev=-21624.1610 gap_ev=8.05 lumo_energy_ev=-1.43 smiles="O=CONC(=S)C=O" spin_multiplicity=1 homo_ev=-9.48
C -1.55 -0.15 1.60 0.622
C 0.48 -0.37 -0.68 -0.035
C 1.76 0.05 -1.30 0.338
H -2.46 -0.40 2.08 0.157
H -0.07 1.42 0.24 0.404
H 2.38 -0.61 -1.83 0.180
N -0.38 0.57 -0.16 -0.262
O -0.49 -0.17 2.21 -0.584
O -1.60 0.30 0.40 -0.311
O 2.01 1.27 -1.51 -0.491
S -0.08 -1.89 -1.06 -0.020

---

# 2
26
Properties=species:S:1:pos:R:3:nbo_charge:R:1 method="wB97M-V/def2-TZVPD" relative_energy_ev=1.6390 fmax_ev_per_a=1.58 total_energy_ev=-13076.8003 gap_ev=10.88 charge=+1 lumo_energy_ev=-2.78 spin_multiplicity=1 homo_ev=-13.66
C -0.69 -3.17 1.02 -0.658
C -1.86 -2.27 0.75 -0.198
N -1.82 -1.72 -0.67 -0.495
C -2.80 -0.59 -0.84 -0.423
H -0.63 -4.03 0.34 0.224
H 0.29 -2.69 0.96 0.243
H -0.88 -3.69 1.95 0.256
H -2.80 -2.81 0.76 0.218
H -1.86 -1.38 1.37 0.232
H -2.15 -2.44 -1.31 0.424
H -0.86 -1.52 -0.91 0.451
H -2.22 0.31 -0.90 0.250
H -3.35 -0.45 0.09 0.235
H -3.41 -0.78 -1.71 0.231
H 0.25 0.81 0.90 0.504
H 0.15 0.70 -0.55 0.487
O 0.00 0.15 0.24 -0.985
H 4.27 -0.33 0.03 0.473
H 4.38 1.11 0.45 0.475
O 3.75 0.47 0.11 -0.947
H -0.11 3.91 -1.06 0.498
H 0.81 2.70 -1.47 0.483
O 0.06 2.97 -0.94 -0.979
H 4.05 5.66 0.32 0.478
H 3.61 4.32 0.95 0.468
O 3.81 4.75 0.12 -0.946

---

# 3
45
Properties=species:S:1:pos:R:3:nbo_charge:R:1 method="wB97M-V/def2-TZVPD" relative_energy_ev=18.0975 fmax_ev_per_a=17.00 total_energy_ev=-31182.0795 gap_ev=6.70 lumo_energy_ev=-0.40 spin_multiplicity=1 homo_ev=-7.10
C 0.66 -3.92 2.23 -0.636
C -0.15 -3.23 1.23 0.107
C -0.21 -3.52 -0.17 -0.264
C -0.95 -2.37 -0.78 -0.235
C -1.51 -1.41 0.34 0.244
N -0.86 -1.98 1.37 -0.337
C -0.98 -1.41 2.67 -0.256
C -0.47 -0.23 2.89 0.180
C -0.76 1.10 3.01 -0.263
C 0.54 1.74 3.32 -0.312
C 1.48 0.69 3.03 0.121
O 0.88 -0.39 2.88 -0.397
H 2.53 0.98 3.47 0.220
H 0.67 2.70 3.36 0.200
H -1.77 1.53 3.04 0.237
H -2.11 -1.18 2.71 0.214
H -0.88 -2.19 3.55 0.239
C -2.31 -0.42 0.17 -0.624
H -2.05 0.38 0.44 0.197
H -2.74 -0.39 -0.89 0.250
H -3.29 -0.57 0.85 0.187
C -0.96 -2.32 -2.45 0.578
O -1.04 -3.35 -3.10 -0.538
C -1.11 -0.95 -2.99 -0.185
H -1.12 -0.92 -4.01 0.251
O -0.64 0.02 -2.06 -0.525
C 0.09 1.19 -2.62 0.754
O -0.10 1.11 -4.04 -0.682
C 0.89 1.95 -1.86 -0.052
C 1.01 1.71 -0.41 -0.202
C 1.65 2.73 -0.06 -0.245
C 1.90 3.67 -1.08 -0.072
N 1.42 3.00 -2.19 -0.240
C 1.52 3.70 -3.44 -0.373
H 0.52 3.85 -3.88 0.231
H 1.94 2.71 -4.30 0.231
H 1.90 4.56 -3.46 0.193
H 2.82 4.38 -1.19 0.230
H 2.07 2.93 0.96 0.217
H 0.62 0.88 -0.06 0.233
H -2.17 -0.72 -2.89 0.209
H 0.64 -4.16 -0.93 0.249
H 1.28 -3.09 2.73 0.216
H 1.31 -4.50 1.82 0.225
H -0.17 -4.29 2.77 0.228

---

# 4
84
Properties=species:S:1:pos:R:3:mulliken_charge:R:1 method="wB97M-V/def2-TZVPD" relative_energy_ev=0.0000 fmax_ev_per_a=2.46 total_energy_ev=-143089.3088 gap_ev="8.41 / 5.73" charge=+2 lumo_energy_ev="-4.77 / -7.45" spin_multiplicity=2 homo_ev="-13.17 / -13.17"
Cu -2.20 1.65 2.61 0.072
Ag 0.45 -1.87 -2.36 0.273
N -0.65 -0.55 0.31 0.367
O 0.28 -0.22 -0.48 -0.340
O -1.03 0.24 1.19 0.414
O -1.20 -1.66 0.17 -0.582
C 0.91 -4.11 -0.24 -0.998
C 2.20 -3.35 -0.51 -0.643
N 2.57 -3.15 -1.93 0.480
C 3.75 -2.27 -1.99 -0.519
C 4.16 -1.90 -3.39 -1.286
C 2.79 -4.47 -2.56 -0.838
C 4.06 -5.22 -2.16 -1.120
H 0.02 -3.57 -0.60 0.092
H 0.80 -4.19 0.84 0.318
H 0.91 -5.12 -0.64 0.407
H 2.18 -2.37 -0.01 0.412
H 3.01 -3.89 0.02 0.478
H 3.48 -1.36 -1.43 0.248
H 4.60 -2.69 -1.44 0.476
H 4.39 -2.79 -3.97 0.356
H 3.36 -1.38 -3.92 0.156
H 5.05 -1.28 -3.38 0.403
H 2.83 -4.29 -3.64 0.446
H 1.92 -5.09 -2.36 0.405
H 3.97 -5.67 -1.17 0.303
H 4.96 -4.60 -2.18 0.262
H 4.25 -6.01 -2.88 0.428
C -3.95 -2.53 1.54 -0.200
C -4.44 -2.31 0.20 0.193
N -4.90 -2.15 -0.85 -0.530
H -4.76 -2.91 2.17 0.469
H -3.64 -1.57 1.97 -0.207
H -3.06 -3.14 1.52 0.314
C 0.74 -1.20 4.65 -0.805
S -1.03 -0.96 4.79 0.241
O -1.33 0.29 4.01 -0.295
C -1.51 -2.33 3.78 -0.375
H 1.25 -0.35 5.09 0.332
H 0.97 -1.30 3.59 0.124
H 0.96 -2.12 5.19 0.424
H -2.59 -2.41 3.84 0.286
H -1.06 -3.25 4.14 0.506
H -1.23 -2.14 2.74 -0.264
C 1.95 3.58 3.60 -1.244
S 1.10 2.23 2.81 0.591
O -0.36 2.37 3.11 -0.354
C 1.39 2.71 1.11 -0.796
H 3.00 3.43 3.35 0.465
H 1.82 3.50 4.68 0.408
H 1.64 4.54 3.21 0.344
H 0.97 3.69 0.89 0.250
H 0.96 1.92 0.50 -0.110
H 2.48 2.74 1.01 0.614
C -1.50 3.89 -1.31 -1.107
S -2.57 3.81 0.10 0.540
O -1.79 3.06 1.15 -0.064
C -2.53 5.52 0.56 -1.240
H -1.24 2.87 -1.60 0.154
H -0.57 4.41 -1.05 0.422
H -2.01 4.38 -2.14 0.542
H -2.82 6.09 -0.31 0.460
H -1.50 5.77 0.83 0.343
H -3.20 5.67 1.40 0.408
C 2.33 1.84 -4.89 -1.175
S 1.69 1.55 -3.25 0.601
O 1.64 0.05 -3.11 -0.487
C 3.17 2.02 -2.38 -1.052
H 1.50 1.78 -5.59 0.362
H 3.03 1.04 -5.11 0.350
H 2.84 2.80 -4.94 0.415
H 4.04 1.67 -2.95 0.447
H 3.20 1.53 -1.41 0.225
H 3.19 3.10 -2.25 0.438
C -5.20 1.39 -0.91 -0.752
S -5.15 0.90 0.80 0.457
O -3.71 1.17 1.22 0.025
C -6.00 2.33 1.49 -1.095
H -6.16 1.79 -1.19 0.474
H -5.01 0.49 -1.49 0.320
H -4.38 2.08 -1.13 0.075
H -7.08 2.21 1.41 0.430
H -5.66 3.21 0.95 0.282
H -5.75 2.41 2.54 0.348

---

# 5
90
Properties=species:S:1:pos:R:3:mulliken_charge:R:1 method="wB97M-V/def2-TZVPD" fmax_ev_per_a=3.31 total_energy_ev=-82101.1590 gap_ev="3.58 / 3.60" charge=-1 lumo_energy_ev="2.33 / 2.33" spin_multiplicity=2 homo_ev="-1.25 / -1.27"
Ti 0.27 -0.95 0.25 -1.389
N -0.46 -2.55 1.43 0.767
N 0.61 -2.67 -1.48 0.732
C 2.04 1.05 -0.78 1.060
C 2.80 -0.12 -0.49 0.523
C 2.48 -0.56 0.84 1.630
C 3.18 -1.60 1.63 -1.964
H 3.74 -2.29 0.99 0.476
H 2.47 -2.20 2.22 0.251
H 3.88 -1.14 2.34 0.362
C 1.58 0.42 1.42 -0.296
C 1.39 0.65 2.87 -1.321
H 1.81 1.62 3.17 0.279
H 1.87 -0.13 3.47 0.381
H 0.33 0.68 3.12 -0.409
C 1.27 1.37 0.37 0.863
C 0.49 2.61 0.58 -0.908
H -0.40 2.41 1.18 -0.119
H 0.16 3.04 -0.38 0.363
H 1.06 3.38 1.11 0.289
C 3.82 -0.76 -1.36 -1.753
H 4.79 -0.85 -0.84 0.369
H 3.99 -0.18 -2.27 0.461
H 3.52 -1.77 -1.65 0.212
C 2.04 1.85 -2.03 -1.710
H 1.01 1.96 -2.40 0.300
H 2.61 1.36 -2.82 0.368
H 2.46 2.86 -1.89 0.417
C -1.35 -2.93 2.39 0.018
H -1.58 -2.17 3.14 0.048
C -1.93 -4.19 2.42 -1.188
H -2.69 -4.41 3.16 0.437
C -1.53 -5.17 1.50 -0.518
H -1.98 -6.16 1.49 0.389
C -0.51 -4.86 0.62 -0.785
H -0.14 -5.55 -0.14 0.394
C 0.03 -3.57 0.66 0.366
C 1.08 -3.09 -0.23 -0.784
H 2.08 -3.53 -0.21 0.404
C 0.23 -1.35 -1.76 -0.369
C 0.57 -3.44 -2.62 -0.568
H 0.76 -4.50 -2.57 0.543
C 0.31 -2.61 -3.64 -0.942
H 0.25 -2.81 -4.69 0.594
N 0.21 -1.32 -3.13 1.354
C 0.31 -0.20 -4.02 0.273
C 1.46 -0.07 -4.84 1.118
C 1.52 1.00 -5.74 -0.818
H 2.43 1.13 -6.33 0.289
C 0.46 1.89 -5.90 0.736
C 0.55 3.04 -6.85 -1.505
H 0.54 4.00 -6.32 0.314
H -0.29 3.04 -7.55 0.347
H 1.48 2.99 -7.43 0.354
C -0.70 1.68 -5.14 -1.043
H -1.56 2.34 -5.27 0.337
C -0.80 0.62 -4.24 0.905
C -2.09 0.32 -3.54 -1.431
H -2.53 -0.63 -3.89 0.267
H -2.80 1.12 -3.78 0.455
H -1.97 0.26 -2.45 0.054
C 2.64 -0.99 -4.77 -1.947
H 2.56 -1.81 -5.50 0.392
H 2.79 -1.43 -3.77 0.020
H 3.55 -0.42 -5.02 0.474
N -1.40 0.03 0.69 0.680
S -2.16 0.05 2.26 -0.053
C -2.42 1.79 2.43 -0.300
C -3.45 2.38 1.69 -0.509
C -3.71 3.74 1.82 -0.629
C -2.95 4.52 2.69 -0.508
C -1.93 3.94 3.45 -0.695
C -1.68 2.57 3.34 0.655
C -1.94 -0.17 4.37 -0.438
C -3.01 0.34 5.08 -0.801
C -2.94 0.41 6.48 -0.516
C -1.80 -0.08 7.14 -0.509
C -0.77 -0.66 6.42 -0.873
C -0.85 -0.74 5.01 0.883
H -1.82 0.75 0.08 0.028
H -4.05 1.74 1.03 0.437
H -4.51 4.18 1.24 0.359
H -3.16 5.59 2.80 0.351
H -1.34 4.54 4.14 0.353
H -0.94 2.10 3.98 0.267
H -3.89 0.73 4.55 0.225
H -3.76 0.85 7.05 0.341
H -1.75 -0.02 8.23 0.331
H 0.11 -1.06 6.93 0.360
H -0.06 -1.25 4.46 0.339

---

# 6
11
Properties=species:S:1:pos:R:3:nbo_charge:R:1 method="wB97M-V/def2-TZVPD" relative_energy_ev=1.7715 fmax_ev_per_a=2.93 total_energy_ev=-6290.1464 gap_ev=10.70 lumo_energy_ev=0.82 smiles=C#C[C@H](C)O spin_multiplicity=1 homo_ev=-9.87
C 0.06 0.37 1.21 -0.618
C 0.20 0.36 -0.31 0.020
C 0.01 -0.91 -1.00 -0.027
C -0.17 -2.03 -1.39 -0.208
H 0.40 1.34 1.63 0.205
H -0.98 0.22 1.49 0.219
H 0.82 -0.39 1.62 0.226
H 1.29 0.56 -0.43 0.174
H -0.60 2.12 -0.19 0.467
H -0.41 -2.97 -1.77 0.229
O -0.63 1.35 -0.87 -0.688

---

# 7
14
Properties=species:S:1:pos:R:3:nbo_charge:R:1 method="wB97M-V/def2-TZVPD" relative_energy_ev=2.8026 fmax_ev_per_a=4.67 total_energy_ev=-9279.9875 gap_ev=11.37 charge=+1 lumo_energy_ev=-4.57 smiles=Cc1onc[n+]1C spin_multiplicity=1 homo_ev=-15.94
C 0.17 1.88 0.15 0.177
C -0.87 -0.01 -0.19 0.628
C -1.20 -1.38 -0.49 -0.769
C 1.60 -0.15 0.40 -0.434
N -1.07 2.13 -0.12 -0.030
N 0.34 0.52 0.13 -0.301
O -1.71 1.05 -0.38 -0.170
H 0.82 2.56 0.51 0.247
H -1.00 -1.96 0.43 0.282
H -2.23 -1.66 -0.66 0.304
H -0.71 -2.05 -1.26 0.310
H 1.55 -1.13 0.78 0.250
H 2.14 -0.27 -0.53 0.250
H 2.16 0.47 1.22 0.256

---

Please write out number 6 again, unchanged.
11
Properties=species:S:1:pos:R:3:nbo_charge:R:1 method="wB97M-V/def2-TZVPD" relative_energy_ev=1.7715 fmax_ev_per_a=2.93 total_energy_ev=-6290.1464 gap_ev=10.70 lumo_energy_ev=0.82 smiles=C#C[C@H](C)O spin_multiplicity=1 homo_ev=-9.87
C 0.06 0.37 1.21 -0.618
C 0.20 0.36 -0.31 0.020
C 0.01 -0.91 -1.00 -0.027
C -0.17 -2.03 -1.39 -0.208
H 0.40 1.34 1.63 0.205
H -0.98 0.22 1.49 0.219
H 0.82 -0.39 1.62 0.226
H 1.29 0.56 -0.43 0.174
H -0.60 2.12 -0.19 0.467
H -0.41 -2.97 -1.77 0.229
O -0.63 1.35 -0.87 -0.688